91
Properties=species:S:1:pos:R:3 method="wB97M-V/def2-TZVPD" lumo_energy_ev="-7.112 / -7.110" spin_multiplicity=1 gap_ev="4.8 / 4.8" charge=+2
N -5.091 4.840 -3.069
C -4.710 5.294 -1.868
C -3.456 4.988 -1.324
C -2.569 4.158 -2.052
C -3.003 3.704 -3.328
C -4.274 4.075 -3.791
C -1.273 3.793 -1.499
Ba 0.975 3.104 0.059
P 4.573 0.352 -0.227
C -0.500 2.759 -2.064
C -0.838 1.361 -1.958
C -0.091 0.402 -2.691
C -0.180 -0.928 -2.407
C -0.931 -1.339 -1.242
C -1.984 -0.443 -0.830
C -1.884 0.894 -1.123
Br 0.727 -1.209 0.466
H -0.903 4.521 -0.737
H 0.316 3.001 -2.782
H -3.191 5.379 -0.339
H -2.370 3.090 -3.958
H -5.420 5.929 -1.325
H -4.611 3.741 -4.773
H 0.590 0.767 -3.475
H -2.580 1.616 -0.674
H 0.344 -1.675 -3.004
H -2.801 -0.826 -0.218
P -1.236 -3.175 -1.050
C 3.655 1.908 -0.151
C 4.534 3.120 -0.493
H 3.285 1.994 0.885
H 2.859 1.754 -0.910
H 4.066 4.081 -0.198
H 5.491 3.051 0.049
H 4.739 3.164 -1.574
C 3.843 -0.452 -1.725
C 4.670 -1.657 -2.173
H 3.816 0.313 -2.514
H 2.806 -0.734 -1.486
H 4.356 -1.977 -3.172
H 5.735 -1.404 -2.227
H 4.553 -2.510 -1.495
C 3.965 -0.856 1.039
C 4.973 -1.173 2.140
H 3.719 -1.780 0.494
H 3.006 -0.513 1.453
H 4.560 -1.931 2.816
H 5.898 -1.576 1.713
H 5.226 -0.286 2.730
C -1.334 -3.431 0.736
C -1.011 -4.811 1.262
H -2.297 -3.041 1.093
H -0.563 -2.759 1.183
H -1.861 -5.494 1.168
H -0.132 -5.241 0.773
H -0.764 -4.703 2.323
C 0.195 -3.994 -1.793
C 0.034 -4.378 -3.265
H 0.385 -4.883 -1.177
H 1.060 -3.332 -1.650
H -0.565 -5.287 -3.372
H -0.432 -3.589 -3.866
H 1.019 -4.579 -3.702
C -2.741 -3.833 -1.815
C -4.050 -3.606 -1.062
H -2.547 -4.912 -1.922
H -2.798 -3.417 -2.831
H -4.532 -2.677 -1.388
H -4.737 -4.429 -1.284
H -3.925 -3.569 0.025
C -2.879 1.134 2.829
N -1.663 1.147 3.625
C -1.842 0.887 5.054
C -0.531 1.692 3.114
N -0.523 2.472 2.017
N 0.652 1.394 3.713
C 0.818 0.130 4.426
C 1.850 1.984 3.123
H -3.615 0.536 3.370
H -2.685 0.670 1.852
H -3.281 2.148 2.679
H -1.735 -0.186 5.272
H -1.135 1.462 5.665
H -2.864 1.180 5.324
H -1.462 2.814 1.814
H 1.855 -0.207 4.318
H 0.610 0.264 5.495
H 0.157 -0.652 4.023
H 2.143 1.420 2.213
H 1.660 3.045 2.884
H 2.682 1.926 3.835

---

89
Properties=species:S:1:pos:R:3 method="wB97M-V/def2-TZVPD" lumo_energy_ev="2.847 / 2.564" spin_multiplicity=5 gap_ev="3.6 / 6.0" charge=-1
Co 0.964 -0.148 0.373
Cl 0.349 0.669 -1.620
P 3.044 1.717 0.427
C 3.216 3.272 -0.482
C 3.335 1.917 2.192
C 3.890 0.472 -0.576
C 1.909 4.056 -0.540
H 3.435 2.923 -1.505
C 4.392 4.164 -0.058
H 4.331 4.488 0.989
H 4.366 5.068 -0.684
H 5.364 3.681 -0.222
H 1.118 3.472 -1.022
H 2.094 4.952 -1.147
H 1.568 4.388 0.449
H 3.489 0.710 -1.580
C 3.481 -0.956 -0.230
C 5.412 0.624 -0.655
H 5.703 1.542 -1.181
H 5.797 -0.224 -1.238
H 5.898 0.616 0.330
H 2.440 -1.097 0.155
H 4.177 -1.398 0.494
H 3.548 -1.537 -1.158
C 2.430 3.001 2.794
H 4.384 2.258 2.215
C 3.188 0.601 2.952
H 2.655 4.009 2.423
H 2.584 3.011 3.881
H 1.365 2.786 2.617
H 2.145 0.253 2.951
H 3.484 0.778 3.991
H 3.824 -0.190 2.548
Cl -0.336 0.962 1.855
H 1.633 1.396 0.419
P -3.602 0.701 -1.492
C -3.644 -0.217 -3.030
C -4.321 -0.106 -0.040
C -3.507 2.501 -1.648
C -2.510 -1.258 -3.060
H -3.404 0.539 -3.803
C -5.038 -0.791 -3.310
H -5.310 -1.573 -2.589
H -5.037 -1.238 -4.311
H -5.810 -0.013 -3.294
H -1.535 -0.764 -2.974
H -2.565 -1.780 -4.023
H -2.580 -1.991 -2.245
H -2.805 2.624 -2.499
C -2.842 3.162 -0.421
C -4.879 3.081 -2.023
H -5.166 2.771 -3.036
H -4.837 4.179 -1.994
H -5.663 2.756 -1.324
H -1.955 2.595 -0.091
H -3.549 3.255 0.418
H -2.512 4.167 -0.722
C -3.552 -1.418 0.256
H -5.365 -0.346 -0.328
C -4.337 0.779 1.222
H -3.739 -2.184 -0.505
H -3.920 -1.817 1.211
H -2.462 -1.246 0.324
H -3.317 1.048 1.546
H -4.820 0.201 2.021
H -4.933 1.686 1.077
C 0.123 -5.120 -2.359
C 0.600 -3.852 -2.720
C 0.575 -2.807 -1.802
C 0.136 -3.018 -0.470
C -0.454 -4.279 -0.167
C -0.440 -5.314 -1.092
N 0.343 -2.079 0.523
C 0.460 -2.547 1.847
C -0.436 -2.130 2.859
C -0.206 -2.458 4.190
C 0.891 -3.251 4.537
C 1.746 -3.743 3.543
C 1.514 -3.431 2.205
H 0.162 -5.949 -3.070
H 1.012 -3.691 -3.719
H 0.917 -1.813 -2.092
H -0.881 -4.435 0.825
H -0.853 -6.286 -0.809
H -1.292 -1.524 2.562
H -0.889 -2.088 4.953
H 1.083 -3.490 5.581
H 2.597 -4.379 3.798
H 2.136 -3.853 1.406

---

Strongest force on any atom in eV/Å, matching the order above: 2.600, 3.348